Below is a structure of composition C27H41NP2Pt, with properties calculated with wB97M-V/def2-TZVPD.

Its energy above the lowest of the compared OMol25 structures with the same formula, charge and spin is 11.0 kcal per mole. The total energy comes out at -51969.771 eV. The HOMO-LUMO gap (spin up / spin down) is 5.0345 / 4.1779 eV. The max |F| is 0.108 Eh/bohr. The calculation puts the HOMO energy (spin up / spin down) at -5.32 / -5.36 eV. As for the multiplicity: 3.

CARTESIAN COORDINATES (ANGSTROEM)
P  2.175  1.782  -2.382
P  2.600  -1.584  -1.191
C  3.568  0.579  -2.763
C  3.185  -0.902  -2.802
H  4.363  0.771  -2.024
H  3.978  0.861  -3.742
H  2.442  -1.106  -3.588
H  4.080  -1.489  -3.056
C  4.163  -1.931  -0.336
H  3.976  -2.574  0.535
H  4.648  -1.002  -0.001
H  4.843  -2.455  -1.024
C  1.765  -3.153  -1.395
H  2.527  -3.938  -1.504
H  1.126  -3.170  -2.287
H  1.159  -3.386  -0.508
C  2.909  3.480  -1.932
H  2.226  4.273  -2.272
H  3.869  3.593  -2.452
H  3.099  3.629  -0.861
C  2.374  2.535  -4.217
H  2.174  1.772  -4.980
H  3.398  2.899  -4.356
H  1.684  3.377  -4.359
Pt  -2.300  -1.236  0.366
C  1.934  -0.131  -0.386
C  2.188  1.357  -0.576
C  1.081  2.223  0.045
C  -0.063  2.546  -0.976
C  0.325  2.304  -2.404
C  0.632  1.006  -3.012
C  0.152  -0.270  -2.313
C  0.439  -0.391  -0.807
C  -3.034  0.159  -0.823
H  2.029  -0.351  0.690
H  3.175  1.618  -0.165
H  1.502  3.171  0.409
H  0.670  1.728  0.932
H  -0.988  1.984  -0.745
H  -0.314  3.613  -0.841
H  0.104  3.123  -3.096
H  0.575  0.916  -4.100
H  0.557  -1.140  -2.864
H  -0.932  -0.377  -2.456
H  -0.213  0.289  -0.258
H  0.107  -1.390  -0.480
H  -4.076  -0.149  -1.018
H  -2.476  0.293  -1.758
H  -3.034  1.099  -0.243
C  -0.886  -4.094  4.437
C  -0.647  -3.917  3.068
C  -1.272  -2.874  2.387
C  -2.127  -2.007  3.071
C  -2.420  -2.211  4.440
C  -1.776  -3.243  5.117
N  -2.728  -1.021  2.290
C  -3.644  -0.067  2.748
C  -4.740  0.271  1.941
C  -5.656  1.242  2.360
C  -5.500  1.866  3.601
C  -4.410  1.536  4.417
C  -3.474  0.591  3.996
H  -0.388  -4.899  4.978
H  0.020  -4.579  2.518
H  -1.157  -2.700  1.280
H  -3.153  -1.582  4.937
H  -1.968  -3.395  6.183
H  -4.835  -0.235  0.977
H  -6.488  1.494  1.705
H  -6.224  2.611  3.928
H  -4.289  2.017  5.384
H  -2.610  0.340  4.608

Atoms 1-6, force components in eV/Å:
4.059 2.507 -2.823
3.230 2.134 -0.987
0.584 0.226 0.253
0.107 -0.799 -0.335
-0.118 -0.215 -0.135
-0.069 -0.259 0.292